[1]
# C10H7LaN2O5

A structure of composition C10H7LaN2O5 in a non-equilibrium geometry (the ωB97M-V functional and the def2-TZVPD basis, the OMol25 dataset).

As for the HOMO-LUMO gap: 0.200 Eh. The calculation puts the highest occupied orbital energy at -15.13 eV. Its multiplicity is 1. As for the net charge: +2.

Geometry (Å):
O1 -0.2621 5.9442 -2.0936
C1 -0.1958 4.8576 -2.4129
La1 0.0931 0.6832 0.3309
C2 -0.0484 -2.1299 0.2649
O2 -0.0883 -3.2010 -0.1850
C3 0.4831 -0.8513 -2.0525
O3 0.3855 -0.7381 -3.1845
C4 1.9828 -1.2516 -0.9933
O4 2.8987 -1.6320 -1.5961
C5 -1.9464 -0.5408 -0.6829
O5 -2.7700 -1.0652 -1.3295
H1 -0.7403 2.5431 0.4263
N1 -0.4135 -2.3198 3.3487
C6 -0.1822 -1.1092 3.8931
C7 -0.1834 -0.8807 5.2752
C8 0.0691 0.3742 5.7469
C9 0.3326 1.3945 4.8216
C10 0.3155 1.1338 3.4594
N2 0.0550 -0.1129 3.0005
H2 -0.3857 -2.5537 2.3645
H3 -0.5701 -3.0610 4.0045
H4 -0.3941 -1.7560 5.8404
H5 0.0561 0.5216 6.8206
H6 0.5429 2.3811 5.2011
H7 0.5187 1.9679 2.7668

Force components x, y, z for each atom (eV/Å):
0.08 -1.55 -0.51
-0.07 1.50 0.54
1.47 0.18 2.17
-0.36 -5.42 -2.13
0.16 4.45 2.15
-3.54 1.47 -4.60
0.80 -0.60 2.30
6.81 -1.36 -0.07
-3.40 1.07 1.79
-6.22 -2.98 -4.24
4.50 2.79 3.65
-0.18 0.00 -0.06
-0.22 -0.74 0.50
0.33 1.09 -1.70
-0.05 -0.34 -1.08
-0.06 -0.37 -0.24
0.13 0.61 -0.31
-0.07 -0.27 1.83
0.07 0.62 -1.34
0.02 0.35 0.85
-0.09 -0.46 -0.18
-0.09 -0.24 0.96
0.09 0.34 -0.14
0.03 0.18 -0.18
-0.14 -0.30 0.04



[2]
# C4H12NO3

A cluster of 2 separate species, C4H12NO3 in total in a non-equilibrium geometry (the ωB97M-V functional and the def2-TZVPD basis, the OMol25 dataset).

As for the HOMO-LUMO gap (spin up / spin down): 0.390 / 0.322 Eh. The calculation puts the highest occupied orbital energy (spin up / spin down) at -9.90 / -9.96 eV. Its multiplicity is 2. The expectation value of S² is 0.7539.

Geometry (Å):
C1 -1.6152 -1.2090 -0.8380
O1 -1.4038 -2.5129 -0.3565
C2 -0.4090 -0.3114 -0.4058
C3 -0.3189 1.1392 -0.9499
C4 0.5842 1.9941 -0.1417
O2 0.1785 2.2315 1.2678
N1 0.8566 -0.9194 -0.6985
H1 -1.7856 -1.2992 -1.9405
H2 -2.5355 -0.6968 -0.4498
H3 -0.5653 -2.8838 -0.6546
H4 -0.2127 -0.1322 0.6140
H5 0.0001 1.2006 -2.0225
H6 -1.3034 1.5975 -0.8044
H7 0.7462 3.1047 -0.3774
H8 1.7647 1.5802 -0.0552
H9 0.9913 -1.3660 -1.5823
H10 1.4634 -0.6648 0.8128
H11 2.4868 -0.5839 2.1874
H12 0.8134 1.9462 1.9753
O3 1.5620 -0.3491 1.7386

Force components x, y, z for each atom (eV/Å):
0.43 1.25 -0.31
-0.87 -0.37 0.77
0.84 -0.20 -2.19
-0.83 0.29 -0.70
5.42 2.01 3.28
-0.24 -0.78 -0.04
0.59 0.03 0.20
0.54 0.66 0.51
0.62 -1.13 0.12
-0.13 0.38 -0.09
-1.67 -0.16 1.81
-0.47 -0.11 0.81
-0.19 -0.18 -0.46
-0.63 -1.81 -1.09
-3.23 0.75 -0.61
-0.41 -0.35 -1.01
1.22 -0.36 0.17
-3.19 0.53 -2.11
-0.63 -0.23 -1.68
2.83 -0.24 2.62



[3]
# C4H11N3

An isolated molecule of C4H11N3 in a non-equilibrium geometry (the ωB97M-V functional and the def2-TZVPD basis, the OMol25 dataset).

As for the HOMO-LUMO gap: 0.344 Eh. The calculation puts the highest occupied orbital energy at -8.39 eV. Its SMILES is N/C=N\CCCN. Its multiplicity is 1.

Geometry (Å):
C1 0.8843 1.1426 1.2672
C2 -0.5720 0.7450 1.0723
C3 -0.7438 0.4532 -0.4755
N1 -1.1953 -2.5443 -0.9475
C4 0.0057 -1.8066 -1.4145
N2 0.2199 -0.6457 -0.9589
N3 1.3123 1.8655 0.0967
H1 1.1955 1.7533 2.1103
H2 1.5419 0.2866 1.3500
H3 -1.3689 1.4889 1.3302
H4 -0.8514 -0.0583 1.7117
H5 -1.6834 -0.2015 -0.8023
H6 -0.5953 1.4197 -1.0131
H7 -0.8816 -3.2489 -0.2992
H8 -1.8530 -1.9016 -0.5972
H9 0.5881 -2.3909 -2.0421
H10 2.3084 2.3384 0.3475
H11 1.6886 1.3046 -0.7357

Force components x, y, z for each atom (eV/Å):
0.83 -0.36 -0.47
-1.07 0.66 -1.28
-1.27 -4.39 0.20
1.95 -0.39 -2.30
-4.08 1.52 4.30
1.98 1.98 -2.21
5.15 2.56 -1.68
-0.89 0.16 0.38
-0.35 -0.93 0.32
1.09 0.09 -0.28
0.02 -1.17 0.22
0.73 2.91 1.15
-0.10 -1.31 0.09
-0.39 -0.10 0.19
-0.76 0.33 1.02
1.74 -0.75 -0.92
-3.13 -1.01 -0.50
-1.43 0.20 1.78



[4]
# C6H15N2

The ion C6H15N2 with charge +1 in a non-equilibrium geometry (the ωB97M-V functional and the def2-TZVPD basis, the OMol25 dataset).

As for the HOMO-LUMO gap: 0.269 Eh. The calculation puts the highest occupied orbital energy at -10.97 eV. Its SMILES is CC/C(=C\N)CC[NH3+]. Its multiplicity is 1. As for the net charge: +1.

Geometry (Å):
C1 1.0014 -1.4613 -0.0852
C2 0.0353 -0.5953 0.7789
C3 -0.6406 0.4665 -0.0374
C4 -1.8755 0.2018 -0.4972
N1 -2.6376 1.0594 -1.2266
C5 -0.0528 1.8396 -0.2487
C6 1.3171 2.0696 0.3797
N2 1.0258 -2.9009 0.3871
H1 0.7347 -1.4367 -1.1398
H2 2.0237 -1.1048 -0.0193
H3 -0.6518 -1.2572 1.3018
H4 0.6749 -0.1438 1.5471
H5 -2.3828 -0.6985 -0.1639
H6 -2.4003 2.0291 -1.3282
H7 -3.5181 0.7869 -1.6233
H8 -0.7419 2.5869 0.1620
H9 -0.0471 2.0833 -1.3209
H10 2.0240 1.2967 0.0698
H11 1.7445 3.0314 0.1258
H12 1.2358 1.9445 1.4578
H13 0.1062 -3.1553 0.7494
H14 1.2756 -3.5599 -0.3552
H15 1.7495 -3.0819 1.0860

Force components x, y, z for each atom (eV/Å):
0.00 0.51 0.03
1.37 0.06 -0.16
-0.60 -0.12 0.16
-0.02 0.13 0.45
-0.31 0.19 -0.28
0.08 0.31 -0.27
-0.15 -0.76 0.00
0.43 -0.40 -0.35
-0.28 -0.29 0.10
0.14 0.02 0.03
-0.40 0.00 -0.06
-0.33 -0.08 0.08
0.04 -0.16 -0.41
0.17 -0.05 -0.04
0.03 -0.10 0.21
-0.04 -0.03 0.16
0.24 -0.19 0.04
0.13 0.08 -0.24
-0.04 0.16 0.10
0.09 0.41 0.15
0.07 -0.15 0.13
-0.28 0.16 -0.20
-0.33 0.30 0.37



[5]
# C31H44F15N4O13S

A cluster of 6 separate species, C31H44F15N4O13S in total (the ωB97M-V functional and the def2-TZVPD basis, the OMol25 dataset).

As for the HOMO-LUMO gap: 0.257 Eh. The calculation puts the highest occupied orbital energy at -11.57 eV. Its multiplicity is 1. As for the net charge: +1.

Geometry (Å):
C1 -3.1300 0.7006 -0.4479
C2 -2.9897 1.8923 -1.3863
O1 -2.7877 3.1246 -0.6064
C3 -3.7619 4.0256 -0.6871
C4 -3.7426 5.0191 -1.6844
N1 -4.6466 5.9455 -1.7990
N2 -5.6272 5.9433 -0.9051
S1 -6.7751 7.2383 -1.1145
C5 -5.7884 5.0558 0.0909
C6 -6.9266 5.1296 1.0529
C7 -8.3299 4.8414 0.4472
C8 -8.3226 4.1146 -0.8995
C9 -9.7643 3.7913 -1.3401
C10 -10.3468 2.5629 -0.6507
N3 -11.7933 2.4666 -0.9104
C11 -4.8147 4.0477 0.2104
O2 -4.9185 3.1308 1.1803
N4 -3.7473 3.3188 2.2585
O3 -4.2068 3.5511 3.2617
H1 -2.6507 0.9394 0.5018
H2 -4.1758 0.4593 -0.2671
H3 -2.6038 -0.1648 -0.8495
H4 -2.0721 1.7810 -1.9612
H5 -3.8442 2.0030 -2.0521
H6 -2.9281 5.0305 -2.3987
H7 -6.0417 8.1665 -0.4806
H8 -6.9078 6.1297 1.4957
H9 -6.7300 4.4279 1.8589
H10 -8.8757 4.2213 1.1574
H11 -8.8645 5.7812 0.3201
H12 -7.8745 4.7431 -1.6745
H13 -7.7822 3.1621 -0.8409
H14 -9.8597 3.7342 -2.4239
H15 -10.3821 4.6440 -1.0331
H16 -9.8520 1.6653 -1.0330
H17 -10.1898 2.6168 0.4299
H18 -12.3178 2.5006 -0.0464
H19 -12.0306 1.5776 -1.3297
C12 1.9161 -0.9998 2.0762
C13 1.6246 -2.4836 2.0194
O4 0.6000 -2.7783 1.0334
C14 1.0115 -2.8721 -0.2159
O5 2.1200 -2.7237 -0.6362
C15 -0.1704 -3.2721 -1.1235
F1 -1.2874 -2.5863 -0.8345
F2 -0.4478 -4.5727 -0.9705
F3 0.1204 -3.0526 -2.4024
H20 1.0050 -0.4302 2.2633
H21 2.6288 -0.7982 2.8738
H22 2.3360 -0.6556 1.1340
H23 1.2221 -2.8394 2.9634
H24 2.5178 -3.0464 1.7883
C16 0.4061 -5.6747 -4.0444
C17 1.4044 -6.6600 -4.6093
O6 0.7984 -7.5058 -5.6090
C18 0.7123 -6.9924 -6.8263
O7 1.0774 -5.9116 -7.1809
C19 0.0894 -8.0299 -7.7857
F4 -0.9641 -8.6357 -7.2296
F5 0.9964 -8.9653 -8.0908
F6 -0.3079 -7.4454 -8.9090
H25 -0.4674 -6.2003 -3.6564
H26 0.8619 -5.1057 -3.2413
H27 0.0645 -4.9823 -4.8134
H28 1.7584 -7.3397 -3.8373
H29 2.2723 -6.1543 -5.0300
C20 2.3507 -9.3942 2.3701
C21 2.2158 -8.0505 1.6912
O8 2.3801 -6.9676 2.6354
C22 3.6284 -6.6271 2.9137
O9 4.6285 -7.1070 2.4743
C23 3.6306 -5.4355 3.8943
F7 2.7381 -5.5954 4.8745
F8 3.3066 -4.3056 3.2302
F9 4.8245 -5.2671 4.4395
H30 1.6492 -9.4738 3.2006
H31 2.1466 -10.1934 1.6588
H32 3.3558 -9.5325 2.7670
H33 1.2162 -7.9203 1.2822
H34 2.9295 -7.9370 0.8763
C24 2.9851 5.9049 0.3561
C25 3.3636 5.6141 1.7908
O10 3.2322 4.2061 2.0913
C26 4.2549 3.4447 1.7329
O11 5.2560 3.8024 1.1891
C27 3.9771 1.9938 2.1811
F10 2.7132 1.6216 1.9274
F11 4.1623 1.8637 3.5016
F12 4.7756 1.1129 1.5802
H35 1.9792 5.5385 0.1461
H36 3.0160 6.9781 0.1725
H37 3.6696 5.4162 -0.3362
H38 2.6894 6.1152 2.4815
H39 4.3766 5.9446 2.0139
C28 7.5619 1.9220 2.4957
C29 8.3465 1.9499 1.2058
O12 9.4884 2.8264 1.3023
C30 10.5695 2.3108 1.8660
O13 10.7010 1.2063 2.3010
C31 11.7092 3.3527 1.8510
F13 11.2684 4.5628 2.2098
F14 12.2212 3.4453 0.6169
F15 12.6789 2.9965 2.6831
H40 7.2754 2.9330 2.7874
H41 6.6668 1.3269 2.3775
H42 8.1581 1.5070 3.3089
H43 7.7394 2.3545 0.3987
H44 8.6681 0.9520 0.9102

Force components x, y, z for each atom (eV/Å):
-0.07 0.23 0.03
0.65 -0.56 0.30
-0.24 0.06 -0.15
-0.04 0.09 -0.15
0.37 -0.27 -0.01
-0.07 0.17 0.03
-0.22 0.21 0.19
-0.22 0.06 -0.15
0.18 -0.14 0.11
-0.23 0.26 0.09
0.29 -0.17 -0.27
-0.60 -0.29 -0.17
0.00 0.69 0.62
-0.45 -0.12 -0.37
0.06 -0.19 0.10
0.24 -0.31 0.04
-0.71 0.03 -0.07
0.26 0.45 0.83
0.20 -0.43 -0.60
-0.01 0.00 -0.01
0.06 -0.10 0.09
-0.20 -0.04 -0.10
-0.12 0.18 -0.16
0.04 0.14 -0.03
-0.09 0.08 -0.07
0.15 -0.05 -0.01
-0.09 -0.03 -0.01
0.14 -0.04 -0.12
-0.02 0.18 0.11
-0.07 -0.04 0.09
0.17 -0.12 0.01
0.30 0.17 0.00
0.06 -0.25 0.02
-0.09 -0.04 -0.19
0.12 0.02 0.18
0.26 -0.04 -0.05
-0.01 0.12 -0.03
0.03 0.05 -0.11
-0.24 -0.23 -0.25
0.04 0.41 0.21
-0.07 -0.02 0.01
0.04 0.00 0.14
-0.01 0.00 -0.09
-0.20 -0.01 -0.16
0.04 0.09 0.07
0.06 -0.03 0.04
0.02 0.10 0.10
0.01 -0.02 0.11
0.01 -0.02 0.01
0.09 -0.05 0.01
-0.13 -0.09 -0.09
-0.05 0.00 -0.26
-0.18 -0.16 -0.27
0.17 0.18 0.34
0.03 -0.07 -0.05
0.06 0.01 0.11
-0.03 0.02 -0.07
-0.06 0.00 -0.03
-0.02 -0.01 0.01
0.03 -0.02 0.01
0.02 0.03 -0.02
0.04 -0.01 0.08
0.08 -0.02 0.01
0.08 0.05 0.01
-0.09 -0.13 -0.07
-0.07 0.00 -0.16
0.11 0.08 0.23
-0.15 -0.31 -0.28
0.00 0.11 -0.02
-0.08 -0.07 -0.08
0.06 0.03 0.03
0.04 0.03 0.19
-0.03 -0.01 -0.03
0.21 -0.28 0.21
0.04 -0.01 -0.07
-0.06 -0.02 -0.06
-0.01 0.01 -0.02
0.03 -0.01 -0.08
-0.03 0.12 0.11
0.11 0.08 0.10
0.00 -0.24 -0.09
-0.04 0.44 -0.03
0.01 -0.07 0.06
-0.08 0.27 0.03
0.02 -0.28 -0.04
-0.18 -0.69 0.23
0.06 0.50 -0.14
0.08 0.26 0.01
-0.22 0.24 -0.30
-0.03 0.07 0.03
0.00 0.01 0.02
0.06 0.06 0.02
-0.06 -0.14 0.05
0.06 -0.15 -0.03
0.43 0.23 0.39
-0.45 -0.21 -0.15
0.06 0.02 -0.06
-0.11 -0.02 -0.05
0.07 0.00 0.04
0.03 0.03 0.06
-0.01 0.02 0.01
-0.01 -0.01 -0.04
0.02 -0.03 0.01
-0.05 0.01 -0.09
0.14 -0.09 0.02
0.01 -0.10 -0.06
0.09 0.16 0.01
0.18 0.03 0.09



[6]
# C4H18AlN8O6

A structure of composition C4H18AlN8O6 in a non-equilibrium geometry (the ωB97M-V functional and the def2-TZVPD basis, the OMol25 dataset).

As for the HOMO-LUMO gap: 0.177 Eh. The calculation puts the highest occupied orbital energy at -11.82 eV. Its multiplicity is 1. As for the net charge: +1.

Geometry (Å):
Al1 0.6419 0.8494 -0.7913
O1 2.2445 0.3657 -3.0586
H1 2.0698 -0.1734 -3.8544
O2 0.2525 3.3764 0.6570
H2 -0.5708 3.4388 0.1347
C1 -3.3253 1.7555 -0.3948
O3 -2.0949 1.8665 -0.5945
N1 -4.0120 2.5462 0.3602
N2 -4.0031 0.7419 -0.9053
H3 -5.0090 2.3877 0.3301
H4 -3.5622 3.2072 0.9773
H5 -4.9904 0.7284 -0.6929
H6 -3.6888 0.0498 -1.5703
C2 3.6099 3.2846 0.6527
O4 2.9641 2.5111 -0.0276
N3 4.9125 3.1513 0.7382
N4 3.1133 4.2203 1.3710
H7 5.3827 2.4062 0.2445
H8 5.5002 3.7696 1.2790
H9 3.5229 4.5982 2.2133
H10 2.1220 4.1754 1.1825
C3 1.3040 -3.1307 -0.5663
O5 1.0455 -1.9400 -0.6188
N5 0.6226 -4.0630 -1.2179
N6 2.2001 -3.6346 0.2467
H11 0.7538 -4.9934 -0.8476
H12 -0.1581 -3.8897 -1.8348
H13 2.2870 -4.6395 0.1936
H14 2.7870 -2.9636 0.7214
C4 -1.9843 -2.0071 0.4256
O6 -1.4477 -1.0974 -0.2341
N7 -1.7713 -2.2090 1.7282
N8 -2.4599 -3.0910 -0.0377
H15 -2.2261 -2.9672 2.2165
H16 -1.0933 -1.5886 2.1470
H17 -2.5900 -3.9551 0.4688
H18 -2.3493 -3.0871 -1.0416

Force components x, y, z for each atom (eV/Å):
0.52 0.87 -0.59
-0.74 0.64 1.64
-0.65 0.02 0.59
-0.09 -2.09 -1.24
0.06 0.05 0.23
4.14 -1.68 -1.52
0.31 0.43 0.11
-1.89 1.91 1.63
-2.26 -1.53 -0.77
0.19 0.71 0.68
-0.29 -0.07 -0.27
0.15 -0.40 -0.28
0.49 0.58 0.27
1.79 -2.26 -0.62
-1.65 -1.57 -1.69
3.74 -0.59 0.06
-2.94 2.74 1.53
-0.31 0.20 0.07
-0.24 -0.07 -0.23
-0.24 -0.07 -0.40
-0.59 0.80 0.90
-1.23 1.55 0.11
0.15 1.90 -0.50
-1.06 -1.94 -1.08
1.35 -0.66 1.06
-0.46 -0.02 -0.68
0.41 0.21 0.30
1.03 0.45 0.69
0.19 -0.73 0.11
4.23 1.98 2.03
-1.22 0.24 0.09
0.58 1.87 2.35
-2.82 -3.33 -4.97
0.40 0.50 0.19
-0.48 -0.25 0.52
0.09 0.43 -0.28
-0.66 -0.79 -0.04



Q: Which E_tot values were calculated for the entries above? A: -901.81683; -439.93460; -323.16993; -346.85782; -4300.64360; -1294.78788, in hartree.